(1)
8 unconnected molecules or ions with the total composition C11H35N15O7 at a distorted geometry, computed with ωB97M-V/def2-TZVPD.

The geometry in XYZ format:
```
68
Properties=species:S:1:pos:R:3:lowdin_charge:R:1
C -2.994 -1.803 -3.602 -0.6863
O -3.221 -2.665 -4.465 -0.0368
N -3.185 -2.073 -2.276 0.1696
N -2.446 -0.602 -3.856 0.1716
H -3.828 -2.810 -2.066 0.1052
H -2.954 -1.345 -1.622 0.0482
H -2.178 -0.132 -2.992 0.0421
H -2.243 -0.394 -4.814 0.1058
C -3.427 -2.416 1.384 -0.6587
O -3.960 -1.632 0.616 0.0196
N -2.302 -2.077 2.103 0.1633
N -3.889 -3.676 1.618 0.1591
H -1.696 -2.791 2.469 0.1000
H -1.828 -1.270 1.730 0.0579
H -4.722 -3.987 1.157 0.1035
H -3.599 -4.166 2.444 0.0956
C -0.121 -4.262 -2.353 -0.6369
O -0.306 -3.407 -1.477 -0.0319
N -0.843 -4.364 -3.505 0.1774
N 0.863 -5.197 -2.239 0.1548
H -1.674 -3.837 -3.749 0.0631
H -0.464 -5.046 -4.134 0.0894
H 0.954 -5.883 -2.968 0.0891
H 1.495 -5.288 -1.442 0.0549
C -2.094 1.389 3.001 -0.6795
O -2.518 0.735 3.927 0.0372
N -1.152 2.395 3.153 0.1394
N -2.468 1.215 1.697 0.1706
H -0.866 2.956 2.373 0.0687
H -0.748 2.515 4.061 0.0902
H -2.249 1.840 0.946 0.0788
H -3.111 0.453 1.538 0.0809
C 2.977 -3.791 0.185 -0.6587
O 2.624 -4.931 -0.091 0.0020
N 4.219 -3.539 0.710 0.1456
N 2.159 -2.734 0.047 0.1868
H 4.709 -4.280 1.176 0.0974
H 4.632 -2.628 0.778 0.0824
H 1.248 -2.900 -0.386 0.0683
H 2.427 -1.806 0.334 0.0576
C 2.954 0.797 1.344 -0.6424
O 2.064 0.197 0.751 -0.0161
N 2.957 0.955 2.697 0.1753
N 4.071 1.254 0.712 0.1652
H 3.555 1.640 3.125 0.1022
H 2.089 0.762 3.172 0.1114
H 4.102 1.107 -0.283 0.1113
H 4.950 1.364 1.184 0.1033
C -0.935 0.691 -0.934 -0.6674
O -2.029 0.710 -1.509 -0.0154
N -0.458 -0.424 -0.367 0.2080
N -0.150 1.802 -0.839 0.1709
H 0.438 -0.364 0.097 0.0520
H -1.019 -1.258 -0.428 0.0834
H 0.787 1.838 -0.483 0.0683
H -0.497 2.540 -1.430 0.1067
C 1.287 5.663 1.727 -0.0977
C 0.994 5.164 0.317 -0.2737
C 1.794 5.946 -0.731 -0.1880
C 1.257 7.302 -0.899 -0.2408
N 0.848 8.365 -1.035 0.1508
H 1.442 6.743 1.731 0.0760
H 2.145 5.125 2.125 0.0710
H 0.432 5.505 2.388 0.0701
H -0.065 5.204 0.046 0.1113
H 1.208 4.092 0.273 0.0791
H 1.723 5.534 -1.742 0.1175
H 2.837 5.979 -0.420 0.1204
```

Values from the calculation:
DFT total energy = -48666.751 eV
Multiplicity = 1
Total charge = 0

(2)
6 unconnected molecules or ions with the total composition C11H35N3O7 at a distorted geometry, computed with ωB97M-V/def2-TZVPD.

The geometry in XYZ format:
```
56
Properties=species:S:1:pos:R:3:lowdin_charge:R:1
C 0.840 2.822 -2.569 -0.6433
O 0.724 1.676 -2.186 -0.0090
N 2.043 3.501 -2.641 0.1667
N -0.327 3.517 -2.895 0.1304
H 2.166 4.429 -3.074 0.1140
H 2.780 3.102 -2.057 0.1003
H -0.269 4.430 -3.377 0.0962
H -1.150 2.834 -3.073 0.1567
C -0.228 3.821 -6.408 -0.1870
O -0.254 2.539 -7.012 -0.1239
H -1.160 4.072 -5.882 0.0750
H 0.649 3.991 -5.874 0.0363
H -0.152 4.599 -7.217 0.0948
H -0.287 1.870 -6.278 0.0825
C 2.022 0.033 -5.079 -0.1582
O 0.732 0.022 -4.465 -0.1366
H 2.194 -1.037 -5.390 0.0875
H 1.969 0.658 -6.000 0.0746
H 2.882 0.278 -4.422 0.0834
H 0.755 0.756 -3.864 -0.0044
C 2.076 1.921 0.937 -0.1583
O 2.569 1.567 -0.334 -0.1360
H 2.756 2.645 1.409 0.0807
H 1.076 2.422 0.860 0.0955
H 2.050 1.166 1.682 0.0505
H 1.884 1.099 -0.810 0.0184
C 0.023 -0.601 5.149 -0.1584
O 0.404 0.220 4.057 -0.1113
H -1.036 -0.523 5.393 0.0709
H 0.144 -1.610 4.826 0.0592
H 0.578 -0.408 6.028 0.0685
H -0.394 0.255 3.534 0.0410
C -1.727 -4.799 5.245 -0.1183
O -1.759 -3.988 4.100 -0.1816
C -2.586 -2.864 4.205 -0.2510
C -2.824 -2.221 2.843 -0.1964
N -1.672 -1.505 2.408 -0.0510
C -1.555 -1.340 0.998 -0.2479
C -0.428 -0.533 0.518 -0.2633
O 0.783 -0.950 1.073 -0.1988
C 1.628 -1.768 0.206 -0.0441
H -1.180 -5.728 5.120 0.0805
H -2.714 -5.160 5.601 0.0926
H -1.212 -4.203 6.043 0.0989
H -2.191 -2.230 5.002 0.0970
H -3.559 -3.042 4.639 0.1119
H -3.711 -1.617 2.885 0.1064
H -3.126 -3.096 2.094 0.1585
H -0.802 -1.837 2.741 0.0917
H -2.440 -0.894 0.592 0.1201
H -1.465 -2.342 0.521 0.1309
H -0.635 0.470 0.842 0.1078
H -0.419 -0.466 -0.652 0.1614
H 2.505 -2.015 0.763 0.0824
H 1.907 -1.251 -0.694 0.0729
H 1.123 -2.688 -0.062 0.0829
```

Values from the calculation:
DFT total energy = -30774.214 eV
Multiplicity = 1
Total charge = 0
Relative energy (zero: lowest compared OMol25 entry of this formula, charge and spin) = 25.33 kJ/mol

(3)
9 unconnected molecules or ions with the total composition C11H38F6O8P at a distorted geometry, computed with ωB97M-V/def2-TZVPD.

The geometry in XYZ format:
```
64
Properties=species:S:1:pos:R:3:lowdin_charge:R:1
P -0.342 -0.190 -0.853 0.3112
F -0.631 1.032 -1.888 -0.1543
F 0.522 0.876 -0.045 -0.1481
F -1.718 0.227 0.057 -0.1879
F 0.203 -1.332 0.193 -0.1681
F -1.299 -1.293 -1.641 -0.1630
F 0.937 -0.607 -1.804 -0.1599
C -4.593 -1.306 0.750 -0.1960
O -4.479 -0.250 -0.151 -0.1056
H -4.525 -2.282 0.269 0.0677
H -3.867 -1.431 1.554 0.0682
H -5.599 -1.300 1.170 0.0697
H -3.559 -0.012 -0.292 0.0310
C -2.276 3.603 -1.988 -0.1860
O -3.202 2.714 -2.559 -0.1019
H -2.673 4.616 -1.922 0.0747
H -2.058 3.214 -0.993 0.0715
H -1.361 3.744 -2.564 0.0668
H -2.827 1.851 -2.368 0.0550
C -0.881 -3.633 2.371 -0.0537
C -1.018 -4.764 1.339 -0.4618
C -1.750 -5.988 1.879 -0.0559
O -1.575 -4.297 0.072 -0.0718
H -0.287 -4.022 3.198 0.0739
H -1.813 -3.243 2.781 0.0746
H -0.354 -2.787 1.932 0.0527
H -0.015 -4.952 0.957 0.1267
H -1.842 -6.848 1.216 0.0744
H -2.723 -5.637 2.221 0.0778
H -1.271 -6.341 2.791 0.0711
H -0.981 -3.613 -0.246 0.0540
C 0.716 5.505 -0.054 -0.0589
C 1.478 4.201 0.200 -0.4565
C 1.024 3.553 1.521 -0.0511
O 1.205 3.343 -0.905 -0.0719
H 0.895 6.185 0.779 0.0711
H -0.348 5.300 -0.167 0.0739
H 1.086 6.032 -0.934 0.0765
H 2.523 4.495 0.301 0.1290
H 1.368 4.195 2.332 0.0759
H 1.611 2.654 1.708 0.0638
H -0.040 3.325 1.587 0.0906
H 0.714 2.605 -0.537 0.0378
C 3.443 -1.653 0.937 -0.0475
C 4.364 -1.055 1.986 -0.5852
C 3.686 -0.057 2.804 -0.0525
O 4.934 -2.072 2.696 -0.0372
H 2.564 -2.155 1.340 0.0757
H 4.046 -2.344 0.348 0.0774
H 3.106 -0.897 0.228 0.0771
H 5.225 -0.670 1.439 0.1345
H 3.681 0.879 2.246 0.0842
H 4.243 0.085 3.731 0.0825
H 2.691 -0.432 3.043 0.0909
H 5.800 -2.337 2.379 0.0950
O 0.025 0.588 -4.405 -0.0689
H 0.250 1.474 -4.121 -0.0234
H -0.070 0.093 -3.591 -0.0269
O -2.423 -1.761 -4.272 -0.0502
H -2.448 -2.703 -4.439 0.0232
H -2.005 -1.680 -3.415 -0.0136
O 1.276 3.184 -3.716 -0.0516
H 2.232 3.230 -3.684 0.0428
H 1.007 3.140 -2.798 -0.0131
```

Values from the calculation:
DFT total energy = -54004.668 eV
Multiplicity = 1
Total charge = -1

(4)
9 unconnected molecules or ions with the total composition C11H38O11 at a distorted geometry, computed with ωB97M-V/def2-TZVPD.

The geometry in XYZ format:
```
60
Properties=species:S:1:pos:R:3:lowdin_charge:R:1
C 2.143 3.250 3.124 -0.1247
O 0.922 3.872 3.574 -0.1257
H 2.768 3.111 3.961 0.0583
H 1.881 2.319 2.721 0.0571
H 2.641 3.975 2.448 0.0881
H 1.188 4.390 4.320 0.0506
C 3.482 -0.936 0.012 -0.1198
O 3.330 -2.054 -0.863 -0.1350
H 3.423 0.026 -0.498 0.0745
H 2.634 -0.937 0.726 0.0715
H 4.369 -1.091 0.588 0.0707
H 4.153 -2.572 -0.926 0.0970
C -3.841 -1.015 1.798 -0.1279
O -2.669 -1.678 2.214 -0.1287
H -4.276 -1.548 0.870 0.1066
H -4.611 -0.857 2.511 0.0755
H -3.548 -0.152 1.303 0.0173
H -2.674 -2.533 1.748 0.0485
C 0.273 -2.093 -1.896 -0.1850
O 1.269 -2.296 -2.877 -0.1638
H 0.540 -2.774 -1.072 0.0751
H 0.393 -1.115 -1.449 0.0513
H -0.782 -2.154 -2.393 0.1083
H 2.123 -1.885 -2.611 0.0650
C 0.967 -2.051 3.273 -0.1280
O -0.067 -1.071 3.123 -0.1429
H 0.634 -3.062 3.703 0.1093
H 1.442 -2.164 2.305 0.0521
H 1.707 -1.604 3.897 0.0586
H -0.959 -1.382 3.275 0.0408
C -3.436 -3.690 -0.775 -0.1091
O -2.986 -3.841 0.571 -0.1245
H -2.778 -4.039 -1.558 0.0828
H -4.448 -4.096 -0.858 0.0855
H -3.536 -2.626 -0.861 0.0437
H -2.630 -4.687 0.799 0.0830
C -3.270 0.464 -1.998 -0.1262
O -2.433 -0.456 -1.247 -0.1619
H -3.618 0.153 -2.990 0.0801
H -4.091 0.765 -1.353 0.0674
H -2.761 1.410 -2.195 0.0647
H -2.204 -0.016 -0.401 0.0352
C -1.724 1.802 1.655 -0.1131
O -1.051 0.720 0.974 -0.1459
H -1.161 2.687 1.452 0.0732
H -2.726 1.847 1.309 0.0486
H -1.911 1.703 2.728 0.0928
H -1.003 -0.088 1.510 0.0435
C 4.382 3.715 -2.296 -0.0371
O 3.669 2.525 -2.703 -0.0221
C 2.321 2.565 -2.709 -0.6321
O 1.625 3.513 -2.616 0.1548
O 1.911 1.318 -2.953 -0.0057
C 0.536 1.132 -3.372 0.0075
H 4.076 4.610 -2.869 0.0983
H 5.421 3.425 -2.476 0.0910
H 4.250 3.953 -1.221 0.0966
H 0.371 0.070 -3.408 0.0762
H 0.449 1.563 -4.316 0.0805
H -0.097 1.678 -2.733 0.0772
```

Values from the calculation:
DFT total energy = -34541.148 eV
Multiplicity = 1
Total charge = 0
Relative energy (zero: lowest compared OMol25 entry of this formula, charge and spin) = 197.80 kJ/mol

no.,HOMO energy (eV),frontier orbital gap (Ha),lowest unoccupied orbital energy (Eh)
1,-8.90,0.30862,-0.01831
2,-8.70,0.33503,0.01548
3,-7.22,0.35609,0.09064
4,-9.28,0.36307,0.02195